i | The following is a DFT calculation (the ωB97M-V functional and the def2-TZVPD basis) of a 16-piece molecular cluster, H32O16 overall.

Each line ends with the natural charge from an NBO analysis.
CARTESIAN COORDINATES (ANGSTROEM)
O1 -20.18 14.08 -9.38  -0.968
H1 -20.53 13.27 -9.80  0.474
H2 -25.65 10.43 -8.82  0.481
H3 -24.15 12.12 -10.66  0.508
H4 -23.37 11.61 -6.86  0.492
H5 -21.26 13.94 -7.45  0.485
O2 -23.02 11.08 -12.66  -0.960
H6 -20.34 9.14 -9.88  0.493
O3 -20.60 11.34 -7.22  -0.996
H7 -25.00 8.73 -10.75  0.461
O4 -19.85 10.71 -10.64  -0.964
H8 -21.65 15.11 -6.61  0.475
O5 -24.83 11.60 -10.28  -0.972
O6 -23.15 14.18 -11.05  -0.987
O7 -22.14 11.96 -9.52  -0.978
H9 -22.24 9.00 -8.88  0.484
H10 -23.16 14.34 -10.11  0.511
H11 -17.39 12.54 -11.06  0.463
H12 -19.34 14.24 -9.76  0.488
H13 -22.46 10.31 -12.58  0.475
O8 -21.12 14.30 -6.57  -0.963
O9 -20.73 13.34 -12.07  -0.996
O10 -20.88 8.40 -9.57  -0.966
O11 -24.00 12.20 -7.29  -0.984
H14 -24.17 15.36 -8.66  0.475
H15 -25.90 9.20 -8.05  0.467
O12 -18.22 12.88 -10.79  -0.967
H16 -20.41 14.20 -12.19  0.471
H17 -18.78 12.10 -10.64  0.479
H18 -20.41 7.84 -8.92  0.493
H19 -22.98 11.51 -9.38  0.513
O13 -23.07 9.14 -8.44  -0.991
H20 -22.61 11.60 -13.35  0.488
H21 -24.16 9.93 -11.02  0.485
H22 -21.53 13.58 -11.55  0.498
H23 -23.67 13.94 -8.17  0.519
H24 -25.39 11.53 -11.09  0.483
O14 -25.94 10.16 -7.96  -0.943
H25 -24.60 11.46 -7.18  0.496
O15 -24.17 8.99 -11.04  -0.950
H26 -20.28 12.11 -6.78  0.489
H27 -21.70 11.56 -10.23  0.470
H28 -23.17 15.01 -11.49  0.475
H29 -21.06 11.50 -8.04  0.491
O16 -23.42 14.85 -8.38  -0.970
H30 -18.96 10.26 -10.74  0.503
H31 -23.69 8.92 -9.11  0.458
H32 -20.18 10.95 -11.50  0.508

Values from the calculation:
- Total charge: 0
- HOMO: -0.36992 Eh
- Molar mass: 288.2 g mol⁻¹
- Kohn-Sham gap: 9.746 eV


ii | The following is a DFT calculation (the ωB97M-V functional and the def2-TZVPD basis) of a 16-piece molecular cluster, H32O16 overall.

Each line ends with the natural charge from an NBO analysis.
CARTESIAN COORDINATES (ANGSTROEM)
O1 0.06 -2.55 -4.56  -1.001
H1 -2.88 -0.48 -0.01  0.505
H2 -1.16 -0.55 -4.16  0.490
O2 -1.86 -3.21 -0.52  -0.949
O3 2.02 5.04 2.17  -0.935
H3 -1.91 -3.31 2.45  0.459
H4 0.37 -5.16 -3.12  0.463
O4 -3.92 3.53 -1.04  -0.960
H5 -1.08 -5.17 -3.25  0.461
H6 3.33 -1.12 3.38  0.492
H7 2.43 -0.62 5.71  0.468
H8 1.97 4.51 1.45  0.459
O5 2.06 4.87 -1.32  -0.928
H9 -0.88 4.01 -1.12  0.508
O6 -2.00 -0.46 -4.54  -0.971
H10 1.88 4.53 3.01  0.475
H11 -0.66 -3.62 1.83  0.474
O7 -1.72 0.16 4.81  -0.957
O8 -1.35 4.23 -1.92  -1.005
H12 2.61 0.25 4.77  0.453
H13 -4.04 -0.04 1.22  0.511
H14 -3.26 3.93 -1.53  0.486
H15 0.82 1.33 -2.41  0.465
H16 -2.33 -0.58 4.78  0.481
H17 1.64 1.14 0.44  0.461
H18 -0.96 -2.67 -4.49  0.519
O9 2.43 0.86 -0.01  -0.978
H19 0.69 -2.60 -3.87  0.485
O10 -0.31 -4.78 -3.64  -0.924
O11 2.04 -1.95 0.27  -0.971
O12 2.27 -0.76 4.81  -0.904
H20 2.69 -2.62 -0.05  0.478
H21 -1.16 4.91 -2.55  0.506
H22 -1.32 0.39 4.03  0.476
H23 -4.39 4.18 -0.50  0.464
O13 3.69 -1.98 2.97  -0.982
H24 2.29 -0.08 -0.26  0.503
H25 -2.71 -3.64 -0.66  0.475
H26 -2.37 0.42 -4.50  0.479
O14 -0.99 -3.46 2.72  -0.933
H27 2.89 5.15 -0.99  0.467
O15 0.51 0.57 -1.92  -0.926
H28 2.25 -1.90 1.23  0.504
H29 1.16 -0.01 -2.36  0.461
H30 -2.02 -2.26 -0.33  0.473
H31 4.37 -2.28 3.62  0.475
H32 2.02 3.97 -0.83  0.461
O16 -3.21 -0.13 0.80  -1.015

Values from the calculation:
- Total charge: 0
- HOMO: -0.37934 Eh
- Molar mass: 288.2 g mol⁻¹
- Kohn-Sham gap: 10.044 eV


Q: Which of them is the most stable? A: i.


i | The following is a DFT calculation (the ωB97M-V functional and the def2-TZVPD basis) of an isolated molecule of C4H7NO2S.

Each line ends with the natural charge from an NBO analysis.
CARTESIAN COORDINATES (ANGSTROEM)
H1 0.87 -2.08 0.05  0.235
O1 -2.62 -0.76 0.09  -0.556
H2 -1.88 1.56 -0.48  0.199
C1 -1.50 -1.15 -0.06  0.528
H3 1.68 0.14 -1.31  0.197
C2 -0.88 1.81 -0.13  -0.257
H4 -1.25 -2.21 -0.27  0.106
H5 -0.19 1.85 -0.95  0.175
H6 1.10 -1.00 1.47  0.232
N1 -0.35 -0.40 0.07  -0.203
S1 3.52 -0.04 0.18  0.092
H7 -0.88 2.77 0.45  0.198
C3 0.92 -1.04 0.40  -0.312
O2 -0.53 0.80 0.84  -0.371
C4 2.00 -0.26 -0.34  -0.262

Values from the calculation:
- Total charge: 0
- HOMO: -0.33763 Eh
- Molar mass: 133.2 g mol⁻¹
- Kohn-Sham gap: 8.591 eV
- Structure (SMILES): CON(C=O)CC=S


ii | The following is a DFT calculation (the ωB97M-V functional and the def2-TZVPD basis) of an isolated molecule of C4H7NO2S.

Each line ends with the natural charge from an NBO analysis.
CARTESIAN COORDINATES (ANGSTROEM)
H1 -1.61 0.63 -0.62  0.246
H2 0.83 -0.30 -1.87  0.401
H3 -1.58 -1.11 -0.31  0.208
H4 0.39 0.76 0.89  0.275
C1 0.16 -0.08 0.23  -0.189
C2 0.81 -1.38 0.67  0.425
H5 1.61 1.85 -2.16  0.123
C3 1.09 1.64 -1.22  0.526
N1 0.77 0.31 -1.07  -0.641
O1 0.62 -1.81 1.78  -0.503
H6 -1.80 -1.13 2.19  0.141
O2 0.73 2.49 -0.44  -0.597
H7 1.61 -1.80 0.04  0.118
S1 -2.20 0.06 1.74  0.001
C4 -1.43 -0.14 0.14  -0.535

Values from the calculation:
- Total charge: 0
- HOMO: -0.33494 Eh
- Molar mass: 133.2 g mol⁻¹
- Kohn-Sham gap: 9.483 eV
- Structure (SMILES): O=CN[C@H](C=O)CS


iii | The following is a DFT calculation (the ωB97M-V functional and the def2-TZVPD basis) of an isolated molecule of C4H7NO2S.

Each line ends with the natural charge from an NBO analysis.
CARTESIAN COORDINATES (ANGSTROEM)
H1 -1.77 2.74 -0.24  0.203
O1 2.55 -0.52 -0.91  -0.937
S1 2.02 0.53 -0.06  1.680
O2 2.20 0.30 1.36  -0.932
H2 -1.32 -1.25 1.01  0.211
H3 0.95 -1.75 -1.03  0.260
C1 -0.02 -1.55 -0.55  -0.251
H4 -1.17 1.02 -1.61  0.215
N1 -0.03 -0.19 -0.17  -0.453
H5 -0.88 -2.04 -1.03  0.201
H6 0.55 -1.27 1.64  0.259
C2 -0.87 0.89 -0.59  -0.040
C3 -0.29 -1.19 0.86  -0.232
C4 -1.11 2.00 0.16  -0.395
H7 -0.81 2.29 1.15  0.212

Values from the calculation:
- Total charge: 0
- HOMO: -0.35200 Eh
- Molar mass: 133.2 g mol⁻¹
- Kohn-Sham gap: 10.323 eV


Q: Which of them is the most stable? A: ii.